ORCA calculation (the ωB97M-V functional and the def2-TZVPD basis) on one molecule with the formula C18H25N3O4.

The HOMO energy is -0.2930 Eh. The energy above the lowest of the compared OMol25 structures with the same formula, charge and spin comes out at 410.54 kJ/mol. Its SMILES is COc1ccc(-c2[nH]ncc2CN(C)C[C@@H]2COCCO2)c(OC)c1. The LUMO energy comes out at 0.69 eV. As for the total energy: -1166.06088 hartree. For the frontier orbital gap, the calculation gives 8.7 eV. The value obtained for the max |F| is 0.79 eV Å⁻¹. As for the multiplicity: 1.

CARTESIAN COORDINATES (ANGSTROEM)
C -4.41 -4.13 0.01
O -4.79 -2.78 -0.16
C -3.81 -1.83 -0.12
C -2.46 -2.07 0.06
C -1.58 -1.00 0.08
C -2.00 0.31 -0.07
C -1.05 1.41 -0.02
N -1.15 2.50 -0.83
N -0.18 3.38 -0.62
C 0.56 2.88 0.35
C 0.07 1.64 0.78
C 0.64 0.83 1.89
N 2.04 0.49 1.66
C 2.63 -0.13 2.82
C 2.23 -0.30 0.46
C 3.66 -0.19 -0.06
C 3.72 -0.32 -1.59
O 5.06 -0.29 -2.05
C 5.83 -1.30 -1.45
C 5.78 -1.17 0.07
O 4.45 -1.22 0.53
C -3.38 0.55 -0.28
O -3.75 1.85 -0.45
C -5.13 2.15 -0.54
C -4.26 -0.52 -0.29
H -3.74 -4.46 -0.79
H -3.94 -4.30 0.98
H -5.34 -4.70 -0.05
H -2.08 -3.07 0.17
H -0.52 -1.20 0.19
H -1.88 2.68 -1.49
H 1.42 3.41 0.71
H 0.61 1.43 2.81
H 0.01 -0.07 2.07
H 2.09 -1.05 3.13
H 3.65 -0.41 2.60
H 2.62 0.57 3.65
H 1.56 0.09 -0.31
H 2.01 -1.37 0.62
H 4.08 0.79 0.23
H 3.21 0.51 -2.06
H 3.25 -1.27 -1.88
H 6.85 -1.18 -1.82
H 5.44 -2.29 -1.74
H 6.31 -1.99 0.56
H 6.24 -0.21 0.37
H -5.58 1.71 -1.43
H -5.67 1.81 0.35
H -5.18 3.23 -0.60
H -5.32 -0.37 -0.44

=====

ORCA calculation (the ωB97M-V functional and the def2-TZVPD basis) on one molecule with the formula C18H25N3O5S at a distorted geometry.

The HOMO energy is -0.3174 Eh. The energy above the lowest of the compared OMol25 structures with the same formula, charge and spin comes out at 131.52 kJ/mol. Its SMILES is CC[C@H]1CCCCN1C(=O)CCNS(=O)(=O)c1ccc2c(c1)oc(=O)n2C. The LUMO energy comes out at 0.50 eV. As for the total energy: -1639.61417 hartree. For the frontier orbital gap, the calculation gives 9.1 eV. The value obtained for the max |F| is 1.06 eV Å⁻¹. As for the multiplicity: 1.

CARTESIAN COORDINATES (ANGSTROEM)
C -1.02 -0.06 -2.69
C -2.28 0.12 -1.85
C -1.99 0.00 -0.35
C -3.23 0.23 0.52
C -4.20 -0.94 0.45
C -3.48 -2.23 0.81
C -2.27 -2.43 -0.11
N -1.38 -1.29 -0.02
C -0.12 -1.30 0.46
O 0.51 -0.27 0.64
C 0.53 -2.66 0.74
C 2.04 -2.51 0.86
N 2.66 -2.34 -0.44
S 4.01 -1.36 -0.50
O 4.46 -1.39 -1.86
O 4.89 -1.76 0.54
C 3.34 0.26 -0.14
C 3.47 0.79 1.13
C 2.79 1.94 1.50
C 1.96 2.51 0.55
C 1.85 1.97 -0.74
C 2.54 0.84 -1.12
O 0.95 2.70 -1.46
C 0.47 3.68 -0.64
O -0.36 4.49 -0.95
N 1.10 3.58 0.58
C 0.83 4.44 1.69
H -0.58 -1.04 -2.53
H -0.29 0.69 -2.43
H -1.26 0.04 -3.75
H -3.03 -0.61 -2.16
H -2.69 1.11 -2.03
H -1.24 0.75 -0.10
H -3.71 1.15 0.21
H -2.90 0.35 1.56
H -4.62 -1.02 -0.56
H -5.03 -0.78 1.14
H -4.14 -3.09 0.72
H -3.13 -2.18 1.85
H -1.75 -3.34 0.17
H -2.61 -2.53 -1.14
H 0.31 -3.37 -0.06
H 0.12 -3.05 1.68
H 2.27 -1.65 1.50
H 2.48 -3.40 1.31
H 2.01 -2.04 -1.16
H 4.12 0.28 1.82
H 2.88 2.35 2.49
H 2.47 0.40 -2.10
H 1.73 4.97 2.00
H 0.45 3.87 2.54
H 0.08 5.16 1.37

=====

ORCA calculation (the ωB97M-V functional and the def2-TZVPD basis) on one molecule with the formula C18H25N3O5S at a distorted geometry.

The HOMO energy is -0.3075 Eh. The energy above the lowest of the compared OMol25 structures with the same formula, charge and spin comes out at 140.18 kJ/mol. Its SMILES is CCOC(=O)N1CCN(S(=O)(=O)c2ccc3c(c2)C[C@@H](C)N3C(C)=O)CC1. The LUMO energy comes out at 0.65 eV. As for the total energy: -1639.61087 hartree. For the frontier orbital gap, the calculation gives 9.0 eV. The value obtained for the max |F| is 1.11 eV Å⁻¹. As for the multiplicity: 1.

CARTESIAN COORDINATES (ANGSTROEM)
C -0.84 3.32 1.76
C -0.85 1.81 1.92
O -1.76 1.18 1.01
C -1.32 1.03 -0.25
O -0.21 1.32 -0.63
N -2.27 0.52 -1.07
C -3.61 0.18 -0.67
C -3.83 -1.34 -0.79
N -3.01 -1.90 -1.84
S -1.85 -3.03 -1.41
O -1.34 -3.56 -2.64
O -2.50 -3.92 -0.49
C -0.53 -2.19 -0.56
C -0.63 -1.98 0.80
C 0.38 -1.31 1.49
C 1.48 -0.87 0.76
C 1.59 -1.13 -0.61
C 0.58 -1.79 -1.28
C 2.90 -0.61 -1.11
C 3.37 0.29 0.04
C 3.02 1.75 -0.26
N 2.60 -0.18 1.20
C 2.89 0.09 2.51
C 4.26 0.68 2.78
O 2.13 -0.18 3.41
C -2.70 -1.01 -2.93
C -1.94 0.24 -2.46
H -0.47 3.58 0.77
H -0.18 3.76 2.51
H -1.84 3.72 1.88
H -1.20 1.52 2.91
H 0.16 1.40 1.76
H -4.31 0.71 -1.32
H -3.77 0.50 0.36
H -3.57 -1.87 0.12
H -4.88 -1.55 -1.02
H -1.49 -2.35 1.33
H 0.32 -1.14 2.55
H 0.64 -2.02 -2.33
H 2.79 -0.05 -2.04
H 3.59 -1.44 -1.29
H 4.44 0.18 0.23
H 3.59 2.10 -1.11
H 1.96 1.82 -0.49
H 3.22 2.39 0.59
H 4.36 0.82 3.85
H 5.04 0.01 2.43
H 4.38 1.64 2.28
H -2.10 -1.58 -3.64
H -3.64 -0.73 -3.41
H -2.20 1.10 -3.09
H -0.86 0.10 -2.51

=====

ORCA calculation (the ωB97M-V functional and the def2-TZVPD basis) on one molecule with the formula C18H25NO5.

The HOMO energy is -0.2934 Eh. The energy above the lowest of the compared OMol25 structures with the same formula, charge and spin comes out at 178.31 kJ/mol. Its SMILES is CCOC(=O)C1CCN(C(=O)Cc2ccc(OC)c(OC)c2)CC1. The LUMO energy comes out at 0.74 eV. As for the total energy: -1131.86968 hartree. For the frontier orbital gap, the calculation gives 8.7 eV. The value obtained for the max |F| is 0.53 eV Å⁻¹. As for the multiplicity: 1.

CARTESIAN COORDINATES (ANGSTROEM)
C -5.13 -2.26 0.34
C -3.91 -2.35 -0.56
O -3.41 -1.06 -0.91
C -2.60 -0.47 -0.03
O -2.27 -0.95 1.02
C -2.12 0.88 -0.55
C -0.72 0.66 -1.15
C -0.06 1.99 -1.50
N -0.03 2.86 -0.35
C 1.05 3.16 0.42
O 0.94 3.80 1.45
C 2.41 2.71 -0.09
C 2.58 1.21 -0.10
C 3.31 0.58 -1.09
C 3.49 -0.79 -1.08
C 2.91 -1.57 -0.09
O 3.01 -2.93 0.01
C 3.79 -3.60 -0.94
C 2.14 -0.94 0.92
O 1.61 -1.78 1.85
C 0.71 -1.25 2.80
C 1.99 0.43 0.90
C -1.35 3.16 0.16
C -2.05 1.88 0.60
H -4.86 -1.80 1.28
H -5.52 -3.25 0.53
H -5.91 -1.66 -0.14
H -3.12 -2.92 -0.06
H -4.16 -2.82 -1.52
H -2.80 1.22 -1.32
H -0.09 0.14 -0.42
H -0.79 0.04 -2.04
H -0.65 2.50 -2.28
H 0.94 1.82 -1.88
H 2.60 3.12 -1.08
H 3.14 3.14 0.60
H 3.77 1.17 -1.87
H 4.07 -1.25 -1.86
H 4.83 -3.27 -0.92
H 3.39 -3.49 -1.95
H 3.75 -4.66 -0.66
H 1.17 -0.47 3.41
H -0.19 -0.86 2.31
H 0.44 -2.09 3.43
H 1.43 0.93 1.67
H -1.93 3.65 -0.64
H -1.24 3.85 1.00
H -1.49 1.44 1.43
H -3.05 2.11 0.96

=====

ORCA calculation (the ωB97M-V functional and the def2-TZVPD basis) on one molecule with the formula C18H25NO5S at a distorted geometry.

The HOMO energy is -0.1942 Eh. The energy above the lowest of the compared OMol25 structures with the same formula, charge and spin comes out at 957.84 kJ/mol. The LUMO energy comes out at -0.63 eV. As for the total energy: -1529.68308 hartree. For the frontier orbital gap, the calculation gives 4.7 eV. The value obtained for the max |F| is 6.95 eV Å⁻¹. As for the multiplicity: 1.

CARTESIAN COORDINATES (ANGSTROEM)
C -5.71 -1.52 0.81
N -4.69 -1.55 -0.23
C -4.87 -2.71 -1.10
C -3.44 -0.95 -0.04
C -2.37 -1.60 0.57
C -1.14 -1.02 0.66
C -0.87 0.27 0.10
C 0.53 0.63 0.02
C 1.54 -0.30 -0.20
C 2.98 0.06 -0.26
O 3.44 1.21 -0.37
O 3.88 -0.95 -0.26
C 3.37 -2.30 -0.05
C 4.54 -3.19 -0.49
C 3.04 -2.50 1.41
O 2.27 -2.48 -0.92
C 1.29 -1.54 -0.94
O 0.31 -1.77 -1.65
C -2.01 0.96 -0.39
C -3.24 0.38 -0.46
H -5.63 -0.61 1.41
H -6.70 -1.55 0.33
H -5.65 -2.40 1.49
H -4.17 -2.65 -1.95
H -4.71 -3.67 -0.56
H -5.90 -2.70 -1.48
H -2.50 -2.63 0.92
H -0.34 -1.55 1.16
H 1.57 1.60 0.31
H 4.75 -2.99 -1.55
H 5.43 -2.95 0.13
H 4.22 -4.23 -0.34
H 2.20 -1.88 1.76
H 2.78 -3.56 1.52
H 3.92 -2.30 2.03
H -1.90 2.00 -0.79
H -4.08 0.91 -0.92
C 2.61 3.98 -0.91
S 1.57 3.69 0.50
C 0.75 5.27 0.60
C 0.47 2.24 0.11
O 2.30 3.42 1.76
H 2.04 4.51 -1.68
H 3.48 4.58 -0.62
H 2.97 3.02 -1.30
H 0.00 5.38 -0.20
H 0.29 5.39 1.59
H 1.56 6.02 0.46
H 0.08 2.33 -0.93
H -0.22 2.19 0.96

=====

ORCA calculation (the ωB97M-V functional and the def2-TZVPD basis) on a 2-piece molecular cluster, C18H25O5 overall at a distorted geometry.

The HOMO energy is -0.1204 Eh. The energy above the lowest of the compared OMol25 structures with the same formula, charge and spin comes out at 0.00 kJ/mol. The LUMO energy comes out at 3.24 eV. As for the total energy: -1077.13540 hartree. Its total charge is -1. For the frontier orbital gap, the calculation gives 6.5 eV. The value obtained for the max |F| is 2.71 eV Å⁻¹. As for the multiplicity: 1.

CARTESIAN COORDINATES (ANGSTROEM)
C -2.30 0.30 0.99
C -1.79 -0.99 1.17
C -0.44 -1.18 1.40
C 0.43 -0.09 1.48
C 1.88 -0.38 1.74
O 2.81 0.19 1.19
C -0.04 1.19 1.20
C -1.42 1.39 0.99
H -3.38 0.46 0.84
H -2.45 -1.85 1.12
H 0.00 -2.17 1.49
H 2.01 -1.29 2.38
H 0.65 2.03 1.11
H -1.81 2.39 0.80
C 6.91 -1.98 5.66
C 5.40 -2.02 5.92
C 5.00 -0.88 6.85
C 3.47 -0.85 7.01
C 2.66 -0.84 5.77
C 1.48 -1.68 5.65
O 0.73 -1.79 4.70
O 1.30 -2.39 6.80
C 0.09 -3.17 6.80
C -0.08 -3.78 8.17
C 2.72 0.33 4.91
O 2.03 0.65 3.94
O 3.70 1.15 5.38
C 3.78 2.34 4.61
C 4.71 3.30 5.30
H 7.19 -2.81 5.00
H 7.16 -1.03 5.17
H 7.47 -2.06 6.60
H 4.84 -1.93 4.98
H 5.10 -2.97 6.40
H 5.45 -1.01 7.85
H 5.36 0.07 6.44
H 3.18 -1.78 7.52
H 3.19 0.00 7.65
H -0.76 -2.53 6.54
H 0.17 -3.97 6.05
H -0.99 -4.39 8.20
H 0.77 -4.44 8.41
H -0.18 -3.01 8.95
H 4.14 2.09 3.61
H 2.78 2.77 4.51
H 4.76 4.21 4.69
H 4.33 3.60 6.29
H 5.72 2.89 5.39

=====

ORCA calculation (the ωB97M-V functional and the def2-TZVPD basis) on C18H26B3Be2BrCl3F7KN2O11 as an isolated structure at a distorted geometry.

The HOMO energy is -0.3089 Eh. The LUMO energy comes out at -6.57 eV. As for the total energy: -6995.48033 hartree. Its total charge is +1. For the frontier orbital gap, the calculation gives 1.8 eV. The value obtained for the max |F| is 3.37 eV Å⁻¹. As for the multiplicity: 1.

CARTESIAN COORDINATES (ANGSTROEM)
C 1.48 -0.94 1.12
C 0.89 -0.66 -0.32
C -0.62 -0.22 -0.37
B -0.78 1.29 0.08
O -0.05 1.82 1.16
B -0.94 2.33 2.08
O -2.16 2.93 1.70
B -2.65 2.45 0.50
C -4.24 2.09 0.25
F -4.54 2.18 -1.07
F -5.00 3.03 0.88
C -4.57 0.72 0.85
F -3.44 0.33 1.50
F -5.60 0.75 1.69
C -4.86 -0.37 -0.21
F -5.87 -0.13 -1.01
F -3.75 -0.65 -0.88
F -5.13 -1.50 0.50
O -1.72 2.26 -0.51
H 2.20 -0.20 1.46
H 0.64 -0.95 1.83
H 1.94 -1.92 1.15
H 0.98 -1.58 -0.91
H 1.50 0.09 -0.84
H -1.05 -0.30 -1.37
H -1.24 -0.83 0.30
H -0.65 2.30 3.23
Be -3.73 -3.11 0.24
O 4.84 -0.29 4.56
Cl 5.02 -0.20 3.14
O 3.73 -0.36 2.44
O 5.98 -1.24 2.72
O 5.54 1.09 2.80
N -0.31 5.28 0.32
C 0.82 6.09 0.55
C 0.68 7.24 -0.14
C -0.57 7.16 -0.84
C -1.15 5.88 -0.49
H -0.46 4.36 0.73
H 1.61 5.75 1.20
H 1.38 8.06 -0.17
H -1.00 7.89 -1.50
H -2.08 5.41 -0.78
C 6.57 -4.43 2.73
C 5.52 -4.44 3.91
O 4.86 -3.30 3.83
H 7.27 -3.60 2.85
H 7.13 -5.36 2.76
H 6.09 -4.35 1.76
H 6.08 -4.65 4.83
H 4.92 -5.44 3.73
Be -3.06 -5.42 1.58
N -1.92 -5.45 -3.04
C -2.67 -4.34 -3.31
C -2.43 -3.97 -4.61
C -1.48 -4.88 -5.14
C -1.19 -5.78 -4.14
H -1.89 -5.93 -2.15
H -3.32 -3.92 -2.55
H -2.87 -3.12 -5.12
H -1.07 -4.88 -6.13
H -0.53 -6.63 -4.13
C 1.18 -5.36 1.34
O 1.14 -6.49 1.89
O -0.02 -4.71 1.36
O 2.11 -4.75 0.78
H -0.49 -5.41 1.85
Br -1.97 8.02 0.90
K -5.06 -4.76 -4.02
C 1.29 8.00 -3.75
Cl -0.43 8.45 -3.77
Cl 1.87 7.61 -5.36
H 1.86 8.84 -3.36
H 1.41 7.13 -3.11

=====

ORCA calculation (the ωB97M-V functional and the def2-TZVPD basis) on C18H26BBrN10SZr as an isolated structure at a distorted geometry.

The HOMO energy (spin up / spin down) is -0.6232 / -0.6232 Eh. The energy above the lowest of the compared OMol25 structures with the same formula, charge and spin comes out at 181.75 kJ/mol. The LUMO energy (spin up / spin down) comes out at -9.47 / -12.63 eV. As for the total energy: -4292.26868 hartree. Its total charge is +3. For the frontier orbital gap (spin up / spin down), the calculation gives 7.5 / 4.3 eV. The value obtained for the max |F| is 4.42 eV Å⁻¹. As for the expectation value of S²: 0.766. As for the multiplicity: 2.

CARTESIAN COORDINATES (ANGSTROEM)
Zr -0.71 0.62 0.12
C -0.12 1.42 3.25
C 0.34 -0.04 3.19
N -0.20 -0.82 2.08
C -1.21 -1.84 2.52
C -2.49 -1.21 3.10
S -3.57 -0.27 1.97
C -3.33 1.54 2.95
C -2.33 2.57 2.52
N -0.99 1.95 2.15
H -0.56 1.60 4.22
H 0.83 2.01 3.22
H 1.45 -0.02 3.17
H 0.07 -0.60 4.09
H 0.57 -1.36 1.66
H -1.47 -2.47 1.64
H -0.81 -2.50 3.28
H -3.08 -2.03 3.56
H -2.24 -0.53 3.94
H -4.35 1.98 2.82
H -3.18 1.24 4.02
H -2.62 3.10 1.62
H -2.22 3.31 3.32
H -0.50 2.77 1.77
C -2.85 -1.01 -1.88
C -3.36 -0.67 -0.59
N -2.64 -0.37 0.46
N -0.52 -0.53 -1.67
C -1.56 -0.91 -2.37
B 0.94 -0.42 -2.02
N 1.54 0.90 -1.41
C 2.29 1.84 -1.98
C 2.61 2.85 -1.05
C 1.95 2.45 0.12
N 1.38 1.23 -0.02
N 1.74 -1.56 -1.30
C 2.88 -2.26 -1.57
C 3.26 -3.00 -0.46
C 2.25 -2.74 0.50
N 1.34 -1.89 -0.02
N 1.21 -0.57 -3.53
C 2.50 -0.45 -3.99
C 2.46 -0.39 -5.38
C 1.09 -0.44 -5.70
N 0.33 -0.47 -4.62
H -3.64 -1.36 -2.51
H -4.44 -0.72 -0.48
H -1.36 -1.12 -3.46
H 2.69 1.76 -2.98
H 3.17 3.78 -1.18
H 1.97 2.93 1.12
H 3.34 -2.19 -2.52
H 4.17 -3.56 -0.23
H 2.28 -3.19 1.51
H 3.34 -0.34 -3.30
H 3.29 -0.22 -6.05
H 0.70 -0.49 -6.71
Br -1.64 2.74 -0.93